(1)
The following is a quantum chemistry calculation of 13 unconnected molecules or ions with the total composition C47H74N4O9 at a distorted geometry, from the Open Molecules 2025 dataset.

Output
Kohn-Sham gap in eV: 9.7158
LUMO level in eV: 0.43
Total energy in eV: -74324.6702
Charge: 0
Molecular weight in g/mol: 839.13
Largest force on an atom in hartree/bohr: 0.040

CARTESIAN COORDINATES (ANGSTROEM)
N1 3.48 -2.83 4.74
C1 2.63 -2.64 5.75
C2 1.31 -2.33 5.56
C3 0.77 -2.30 4.28
C4 1.65 -2.44 3.21
C5 3.00 -2.72 3.50
H1 2.99 -2.74 6.77
H2 0.67 -2.26 6.44
H3 -0.26 -1.99 4.18
H4 1.22 -2.41 2.22
H5 3.76 -2.96 2.77
N2 1.07 -5.04 -0.30
C6 2.07 -4.18 -0.08
C7 3.36 -4.56 0.26
C8 3.66 -5.90 0.16
C9 2.69 -6.84 -0.22
C10 1.42 -6.34 -0.43
H6 1.76 -3.14 -0.08
H7 4.13 -3.88 0.59
H8 4.70 -6.19 0.27
H9 2.95 -7.88 -0.34
H10 0.62 -7.03 -0.65
N3 -3.42 -1.54 2.39
C11 -3.82 -1.72 3.65
C12 -4.97 -1.13 4.17
C13 -5.66 -0.21 3.40
C14 -5.22 0.02 2.10
C15 -4.11 -0.69 1.64
H11 -3.20 -2.41 4.21
H12 -5.41 -1.39 5.12
H13 -6.58 0.24 3.75
H14 -5.69 0.73 1.44
H15 -3.65 -0.57 0.67
N4 2.28 4.03 4.32
C16 2.46 2.71 4.31
C17 3.31 2.02 5.14
C18 4.01 2.79 6.07
C19 3.83 4.16 6.14
C20 2.91 4.74 5.29
H16 1.94 2.22 3.49
H17 3.48 0.95 5.20
H18 4.73 2.33 6.73
H19 4.53 4.80 6.66
H20 2.81 5.80 5.12
C21 -2.32 6.05 -2.11
C22 -2.53 5.04 -3.22
O1 -2.10 5.25 -4.33
C23 -3.16 3.70 -2.84
H21 -1.25 6.12 -1.90
H22 -2.74 5.63 -1.19
H23 -2.73 7.04 -2.29
H24 -3.52 3.04 -3.62
H25 -3.98 3.92 -2.16
H26 -2.36 3.14 -2.33
C24 -4.33 -0.56 -4.30
C25 -5.12 0.48 -3.54
O2 -5.66 1.42 -4.07
C26 -5.35 0.18 -2.06
H27 -3.82 -1.15 -3.54
H28 -3.78 -0.11 -5.12
H29 -5.01 -1.31 -4.72
H30 -5.57 -0.89 -1.95
H31 -6.22 0.72 -1.70
H32 -4.39 0.24 -1.55
C27 -1.13 -1.48 -4.55
C28 -1.10 -1.52 -6.04
O3 -1.90 -0.92 -6.72
C29 -0.13 -2.45 -6.73
H33 -0.13 -1.47 -4.12
H34 -1.68 -2.32 -4.12
H35 -1.61 -0.56 -4.23
H36 0.67 -2.79 -6.07
H37 0.32 -1.94 -7.58
H38 -0.63 -3.34 -7.10
C30 2.02 1.92 -6.40
C31 0.94 1.50 -5.44
O4 1.05 0.52 -4.73
C32 -0.24 2.44 -5.33
H39 2.47 2.88 -6.18
H40 1.51 1.89 -7.37
H41 2.77 1.13 -6.44
H42 -0.82 2.63 -6.23
H43 0.17 3.40 -4.98
H44 -0.90 2.07 -4.54
C33 -1.59 -3.81 -1.83
C34 -2.89 -3.11 -1.59
O5 -2.99 -2.06 -0.99
C35 -4.12 -3.78 -2.13
H45 -1.63 -4.53 -2.65
H46 -1.30 -4.33 -0.91
H47 -0.73 -3.19 -2.07
H48 -4.02 -3.99 -3.20
H49 -4.98 -3.14 -1.92
H50 -4.20 -4.74 -1.61
C36 3.94 2.79 0.28
C37 3.53 3.21 -1.10
O6 3.06 4.31 -1.34
C38 3.82 2.20 -2.16
H51 4.69 2.01 0.22
H52 3.06 2.46 0.86
H53 4.33 3.61 0.89
H54 4.87 2.32 -2.43
H55 3.30 2.37 -3.11
H56 3.61 1.20 -1.78
C39 -0.03 0.28 1.25
C40 0.31 -0.19 -0.14
O7 1.31 -0.84 -0.37
C41 -0.56 0.26 -1.28
H57 0.43 1.26 1.39
H58 0.27 -0.40 2.04
H59 -1.11 0.36 1.36
H60 -1.59 -0.05 -1.09
H61 -0.27 -0.22 -2.21
H62 -0.50 1.33 -1.49
C42 4.21 -0.63 0.94
C43 5.00 -0.25 2.18
O8 4.93 0.84 2.69
C44 6.07 -1.23 2.66
H63 3.17 -0.33 1.05
H64 4.26 -1.71 0.90
H65 4.48 -0.16 0.00
H66 6.80 -1.23 1.84
H67 5.71 -2.23 2.88
H68 6.54 -0.77 3.52
C45 -2.66 1.65 4.46
C46 -2.30 3.09 4.15
O9 -3.15 3.90 3.83
C47 -0.92 3.61 4.51
H69 -3.72 1.43 4.35
H70 -2.45 1.42 5.51
H71 -2.09 1.01 3.80
H72 -0.21 2.78 4.38
H73 -0.88 3.99 5.53
H74 -0.74 4.41 3.80

Results of the Mulliken charge analysis, in e, for atoms 1 through 4: atom 1 (N): -0.517, atom 2 (C): -0.538, atom 3 (C): -0.396, atom 4 (C): -0.715



(2)
The following is a quantum chemistry calculation of a molecular structure, C47H74N6PbSSi2 at a distorted geometry, from the Open Molecules 2025 dataset.

Output
Kohn-Sham gap (spin up / spin down) in eV: 2.6737 / 2.6663
LUMO level (spin up / spin down) in eV: -2.19 / -2.19
Total energy in eV: -90712.9572
Charge: 0
Molecular weight in g/mol: 1018.59
Largest force on an atom in hartree/bohr: 0.053

CARTESIAN COORDINATES (ANGSTROEM)
Pb1 11.84 11.25 13.58
C1 16.92 11.43 14.17
C2 16.93 10.08 13.71
C3 16.49 9.32 14.82
C4 16.23 10.21 15.86
C5 16.53 11.53 15.52
C6 16.52 12.76 16.33
C7 17.00 13.91 15.39
C8 15.11 13.07 16.83
C9 17.48 12.57 17.51
C10 16.29 7.81 15.01
C11 16.01 7.49 16.50
C12 17.51 6.94 14.62
C13 15.02 7.40 14.21
C14 17.35 9.79 12.28
C15 16.70 8.59 11.60
C16 18.90 9.66 12.21
C17 16.86 11.05 11.48
H1 17.28 12.26 13.54
H2 15.77 9.90 16.81
H3 16.33 14.02 14.51
H4 18.02 13.71 15.04
H5 17.01 14.89 15.91
H6 14.48 13.21 15.94
H7 15.07 14.00 17.41
H8 14.65 12.23 17.38
H9 18.45 12.22 17.11
H10 17.09 11.78 18.23
H11 17.66 13.48 18.09
H12 16.77 7.97 17.15
H13 16.12 6.41 16.67
H14 15.02 7.81 16.85
H15 18.34 7.12 15.28
H16 17.86 7.09 13.56
H17 17.22 5.90 14.67
H18 14.74 6.41 14.47
H19 15.08 7.50 13.15
H20 14.19 8.07 14.51
H21 16.95 7.60 12.01
H22 17.05 8.60 10.54
H23 15.60 8.72 11.49
H24 19.32 8.86 12.80
H25 19.30 10.57 12.59
H26 19.25 9.57 11.19
H27 15.81 11.24 11.73
H28 16.94 10.86 10.40
H29 17.53 11.90 11.71
C18 7.67 9.02 8.15
Si1 9.30 9.68 8.65
C19 9.89 11.01 7.43
C20 10.60 8.22 8.78
C21 9.15 10.51 10.34
C22 8.01 11.25 10.57
C23 7.88 12.14 11.62
C24 8.95 12.30 12.42
N1 10.00 11.49 12.26
C25 10.13 10.53 11.34
S1 11.64 9.62 11.42
H30 7.77 8.46 7.23
H31 6.95 9.83 8.04
H32 7.26 8.33 8.94
H33 9.52 10.84 6.43
H34 11.01 11.01 7.34
H35 9.60 12.00 7.76
H36 10.40 7.54 7.98
H37 10.55 7.72 9.75
H38 11.62 8.60 8.67
H39 7.15 11.17 9.93
H40 7.01 12.83 11.68
H41 9.01 13.05 13.22
C26 12.51 15.09 14.42
Si2 12.71 13.99 12.87
C27 14.45 14.34 12.20
C28 11.44 14.78 11.62
C29 10.23 15.38 12.04
C30 9.36 15.95 11.12
C31 9.68 15.93 9.76
C32 10.86 15.30 9.35
C33 11.69 14.66 10.27
H42 12.52 16.13 14.08
H43 13.33 14.91 15.18
H44 11.57 14.87 14.94
H45 14.83 15.24 12.72
H46 14.44 14.59 11.11
H47 15.21 13.55 12.37
H48 10.03 15.44 13.09
H49 8.44 16.47 11.40
H50 9.09 16.41 8.99
H51 11.12 15.26 8.28
H52 12.56 14.10 9.90
C34 6.06 14.83 15.62
C35 6.66 15.31 16.96
C36 7.65 16.52 16.84
C37 7.39 14.15 17.70
N2 8.59 13.65 17.06
C38 8.82 12.67 16.14
N3 10.13 12.56 15.91
N4 10.72 13.48 16.74
N5 9.78 14.22 17.32
H53 5.37 15.63 15.26
H54 5.40 13.96 15.82
H55 6.81 14.52 14.86
H56 5.86 15.62 17.67
H57 8.33 16.43 15.99
H58 8.27 16.62 17.74
H59 7.06 17.45 16.75
H60 6.66 13.31 17.82
H61 7.61 14.50 18.72
H62 8.04 12.07 15.67
C39 7.84 7.63 14.65
N6 8.95 6.74 14.34
C40 8.65 5.45 13.71
C41 10.23 7.36 14.12
C42 10.82 8.09 15.29
C43 10.62 7.53 16.58
C44 11.05 8.19 17.70
C45 11.73 9.38 17.60
C46 11.94 9.93 16.34
C47 11.50 9.30 15.19
H63 7.89 8.47 13.92
H64 7.95 8.14 15.64
H65 6.93 7.07 14.55
H66 9.44 5.13 12.98
H67 7.70 5.48 13.15
H68 8.58 4.63 14.43
H69 10.24 8.00 13.23
H70 10.92 6.49 13.96
H71 10.14 6.58 16.66
H72 10.89 7.80 18.69
H73 12.20 9.87 18.46
H74 12.45 10.88 16.29

Results of the Mulliken charge analysis, in e, for atoms 1 through 4: atom 1 (Pb): 0.511, atom 2 (C): 0.158, atom 3 (C): -0.994, atom 4 (C): -0.396



(3)
The following is a quantum chemistry calculation of a molecular structure, C47H83BN6O4S2SiV at a distorted geometry, from the Open Molecules 2025 dataset.

Output
Kohn-Sham gap (spin up / spin down) in eV: 8.0386 / 9.0582
LUMO level (spin up / spin down) in eV: -2.90 / -1.88
2S+1: 3
Total energy in eV: -123134.1273
Charge: +1
Molecular weight in g/mol: 950.19
Largest force on an atom in hartree/bohr: 0.035
Expectation value of S²: 2.023

CARTESIAN COORDINATES (ANGSTROEM)
V1 0.19 -0.77 -0.04
C1 2.76 -3.63 -1.60
C2 2.39 -2.47 -2.53
C3 3.07 -2.62 -3.89
C4 2.74 -1.16 -1.88
C5 3.86 -0.37 -2.09
C6 3.76 0.70 -1.21
C7 4.82 1.74 -1.02
C8 6.07 1.11 -0.38
C9 5.19 2.39 -2.35
N1 2.62 0.56 -0.50
N2 1.99 -0.60 -0.93
B1 1.76 1.11 0.75
N3 1.37 2.56 1.01
N4 -0.01 2.61 1.23
C10 -0.31 3.87 1.44
C11 0.84 4.68 1.36
C12 1.88 3.84 1.09
C13 3.31 4.27 0.93
C14 3.74 5.21 2.06
C15 3.49 4.96 -0.43
C16 -1.72 4.26 1.79
C17 -1.92 4.27 3.30
C18 -2.10 5.61 1.18
N5 2.01 0.10 1.94
N6 1.37 -1.11 1.65
C19 1.69 -1.97 2.62
C20 2.51 -1.32 3.55
C21 2.68 -0.03 3.10
C22 3.44 1.04 3.83
C23 2.53 2.19 4.27
C24 4.68 1.48 3.05
C25 1.29 -3.41 2.70
C26 0.24 -3.82 1.67
C27 0.82 -3.76 4.11
H1 2.41 -4.58 -2.02
H2 3.85 -3.69 -1.48
H3 2.31 -3.52 -0.62
H4 1.31 -2.50 -2.68
H5 4.16 -2.65 -3.79
H6 2.76 -3.55 -4.37
H7 2.82 -1.79 -4.56
H8 4.66 -0.54 -2.79
H9 4.44 2.50 -0.35
H10 6.55 0.43 -1.08
H11 6.79 1.88 -0.10
H12 5.82 0.54 0.52
H13 5.46 1.63 -3.09
H14 4.37 2.99 -2.76
H15 6.05 3.05 -2.22
H16 0.63 0.77 0.44
H17 0.91 5.75 1.49
H18 3.94 3.40 0.97
H19 3.21 6.16 1.99
H20 3.55 4.78 3.04
H21 4.81 5.42 1.98
H22 2.94 5.91 -0.44
H23 4.54 5.18 -0.62
H24 3.10 4.35 -1.24
H25 -2.36 3.49 1.36
H26 -1.28 5.03 3.77
H27 -2.96 4.50 3.56
H28 -1.66 3.30 3.74
H29 -1.50 6.41 1.62
H30 -1.94 5.62 0.10
H31 -3.15 5.84 1.38
H32 2.92 -1.74 4.45
H33 3.78 0.55 4.74
H34 2.09 2.72 3.43
H35 1.70 1.82 4.89
H36 3.09 2.91 4.88
H37 4.41 1.82 2.05
H38 5.19 2.30 3.57
H39 5.38 0.66 2.94
H40 2.20 -3.98 2.49
H41 -0.72 -3.33 1.85
H42 0.54 -3.61 0.65
H43 0.09 -4.90 1.74
H44 -0.07 -3.19 4.37
H45 0.57 -4.82 4.16
H46 1.58 -3.56 4.86
C28 -1.21 -0.11 3.18
C29 -2.38 -0.57 2.35
C30 -3.19 -1.63 3.08
C31 -3.24 0.63 1.95
O1 -1.83 -1.19 1.12
Si1 -2.63 -1.99 -0.12
S1 -0.96 -2.20 -1.40
O2 -3.23 -3.42 0.33
C32 -3.39 -4.78 -0.14
C33 -3.77 -4.77 -1.61
C34 -4.50 -5.37 0.71
C35 -2.09 -5.55 0.08
O3 -3.75 -0.96 -0.62
C36 -4.90 -0.83 -1.47
C37 -6.04 -1.63 -0.87
C38 -4.54 -1.31 -2.86
C39 -5.23 0.65 -1.49
H47 -1.59 0.35 4.10
H48 -0.62 0.64 2.65
H49 -0.57 -0.94 3.47
H50 -3.65 -1.19 3.96
H51 -2.55 -2.46 3.39
H52 -3.99 -2.03 2.44
H53 -3.51 1.18 2.86
H54 -4.15 0.32 1.44
H55 -2.67 1.29 1.29
H56 -4.69 -4.22 -1.78
H57 -3.92 -5.80 -1.96
H58 -2.97 -4.33 -2.21
H59 -5.45 -4.86 0.51
H60 -4.26 -5.25 1.77
H61 -4.62 -6.43 0.50
H62 -1.24 -5.00 -0.32
H63 -2.16 -6.51 -0.44
H64 -1.93 -5.74 1.14
H65 -5.73 -2.65 -0.63
H66 -6.88 -1.68 -1.56
H67 -6.39 -1.16 0.06
H68 -4.31 -2.38 -2.87
H69 -3.66 -0.77 -3.23
H70 -5.37 -1.14 -3.55
H71 -5.49 1.01 -0.49
H72 -6.07 0.85 -2.16
H73 -4.36 1.22 -1.84
C40 0.26 7.07 -3.24
C41 0.25 5.58 -3.07
C42 1.34 4.81 -3.47
C43 1.33 3.43 -3.32
C44 0.21 2.82 -2.79
C45 -0.89 3.56 -2.37
C46 -0.86 4.93 -2.51
S2 0.23 1.07 -2.65
C47 -0.86 0.62 -3.97
O4 -0.57 0.74 -1.37
H74 1.27 7.46 -3.36
H75 -0.21 7.57 -2.40
H76 -0.31 7.35 -4.14
H77 2.22 5.30 -3.88
H78 2.19 2.83 -3.62
H79 -1.74 3.06 -1.90
H80 -1.70 5.52 -2.18
H81 -1.83 1.10 -3.79
H82 -0.96 -0.46 -3.97
H83 -0.42 0.98 -4.90

Results of the Mulliken charge analysis, in e, for atoms 1 through 4: atom 1 (V): -0.482, atom 2 (C): -1.238, atom 3 (C): 1.950, atom 4 (C): -1.868